No. 1
{"formula": "C45H62F4O7", "method": "ωB97M-V/def2-TZVPD", "multiplicity": 1, "e_above_lowest_ev": 0.881, "homo_lumo_gap_ev": 9.4, "homo_energy_ev": -8.9, "elements": ["C", "C", "O", "C", "H", "H", "H", "H", "H", "H", "C", "C", "O", "C", "H", "H", "H", "H", "H", "H", "C", "C", "O", "C", "H", "H", "H", "H", "H", "H", "C", "C", "O", "C", "H", "H", "H", "H", "H", "H", "C", "C", "O", "C", "H", "H", "H", "H", "H", "H", "C", "C", "O", "C", "H", "H", "H", "H", "H", "H", "C", "C", "O", "C", "H", "H", "H", "H", "H", "H", "F", "C", "C", "C", "C", "C", "C", "H", "H", "H", "H", "H", "F", "C", "C", "C", "C", "C", "C", "H", "H", "H", "H", "H", "F", "C", "C", "C", "C", "C", "C", "H", "H", "H", "H", "H", "F", "C", "C", "C", "C", "C", "C", "H", "H", "H", "H", "H"], "positions_angstrom": [[2.33, -1.20, 5.07], [3.12, -0.03, 4.48], [3.01, 1.07, 5.06], [4.10, -0.21, 3.28], [2.91, -2.00, 5.53], [1.82, -1.72, 4.26], [1.50, -0.86, 5.69], [3.53, -0.31, 2.36], [4.73, -1.10, 3.37], [4.79, 0.60, 3.06], [0.89, -4.73, 1.24], [1.79, -3.91, 2.14], [2.48, -3.05, 1.69], [1.76, -4.26, 3.60], [1.31, -5.71, 1.03], [0.92, -4.19, 0.29], [-0.17, -4.70, 1.52], [0.81, -4.05, 4.09], [2.49, -3.64, 4.12], [2.01, -5.30, 3.77], [0.20, 2.81, 5.44], [-0.83, 2.14, 4.59], [-2.03, 2.22, 4.83], [-0.47, 1.23, 3.47], [-0.23, 3.40, 6.24], [0.82, 3.51, 4.89], [0.73, 2.03, 6.00], [-0.94, 0.25, 3.58], [0.58, 0.92, 3.38], [-0.77, 1.61, 2.50], [-4.70, -2.70, -2.38], [-3.57, -2.59, -1.38], [-3.84, -2.15, -0.30], [-2.15, -2.97, -1.83], [-4.35, -2.33, -3.34], [-5.57, -2.10, -2.11], [-4.91, -3.76, -2.48], [-1.49, -2.79, -0.98], [-1.80, -2.25, -2.57], [-2.03, -3.98, -2.22], [-3.14, -3.77, 2.87], [-2.39, -2.49, 3.17], [-1.19, -2.46, 3.54], [-3.24, -1.26, 3.05], [-3.96, -3.96, 3.56], [-2.44, -4.61, 2.89], [-3.49, -3.82, 1.84], [-3.82, -1.34, 2.13], [-2.60, -0.38, 3.04], [-3.98, -1.20, 3.86], [6.33, 0.82, -0.57], [5.97, 2.26, -0.37], [6.56, 3.12, -1.01], [4.82, 2.62, 0.57], [6.93, 0.66, -1.46], [5.46, 0.16, -0.62], [6.90, 0.45, 0.29], [5.12, 3.44, 1.23], [4.35, 1.83, 1.15], [4.02, 2.99, -0.07], [-4.10, 2.64, 2.26], [-4.79, 2.04, 1.08], [-4.64, 2.49, -0.08], [-5.73, 0.83, 1.29], [-4.59, 3.57, 2.53], [-3.10, 2.92, 1.93], [-4.06, 2.02, 3.16], [-5.32, 0.24, 2.12], [-5.75, 0.21, 0.40], [-6.73, 1.23, 1.47], [2.16, 1.44, -0.64], [0.94, 0.96, -0.33], [0.83, -0.28, 0.27], [-0.39, -0.82, 0.61], [-1.53, -0.08, 0.36], [-1.42, 1.21, -0.20], [-0.19, 1.71, -0.57], [1.72, -0.88, 0.41], [-0.48, -1.81, 1.02], [-2.52, -0.44, 0.60], [-2.28, 1.81, -0.44], [-0.04, 2.62, -1.12], [-6.37, 0.21, -4.17], [-5.06, 0.37, -4.24], [-4.47, 1.27, -3.37], [-3.13, 1.22, -3.20], [-2.33, 0.32, -3.89], [-2.92, -0.49, -4.89], [-4.29, -0.47, -5.07], [-5.14, 1.91, -2.82], [-2.58, 1.91, -2.58], [-1.26, 0.33, -3.74], [-2.41, -1.21, -5.50], [-4.71, -1.06, -5.87], [0.66, -1.34, -5.18], [1.74, -1.36, -4.40], [1.72, -1.95, -3.11], [2.89, -1.90, -2.31], [4.09, -1.38, -2.79], [4.10, -0.83, -4.09], [2.94, -0.84, -4.90], [0.83, -2.46, -2.80], [2.76, -2.39, -1.36], [4.94, -1.45, -2.13], [5.03, -0.44, -4.46], [3.05, -0.45, -5.90], [0.14, 2.61, -3.84], [1.23, 3.48, -3.70], [1.03, 4.84, -4.02], [2.03, 5.77, -3.93], [3.28, 5.35, -3.42], [3.53, 3.98, -3.21], [2.50, 3.03, -3.42], [0.00, 5.04, -4.27], [1.89, 6.79, -4.24], [4.07, 6.06, -3.20], [4.52, 3.62, -2.95], [2.72, 1.99, -3.23]], "lowdin_charge": [-0.02, -0.41, 0.02, -0.01, 0.08, 0.05, 0.09, 0.06, 0.08, 0.06, -0.01, -0.51, 0.08, -0.02, 0.09, 0.07, 0.07, 0.08, 0.05, 0.09, -0.02, -0.46, 0.04, -0.01, 0.08, 0.09, 0.08, 0.06, 0.07, 0.08, 0.00, -0.46, 0.04, 0.01, 0.06, 0.09, 0.09, 0.05, 0.07, 0.09, -0.02, -0.44, 0.03, -0.03, 0.09, 0.07, 0.07, 0.05, 0.06, 0.10, -0.02, -0.46, 0.03, -0.01, 0.08, 0.06, 0.09, 0.09, 0.05, 0.07, -0.02, -0.43, 0.00, 0.00, 0.10, 0.08, 0.07, 0.05, 0.08, 0.09, 0.05, -0.27, -0.02, -0.08, -0.08, -0.07, -0.01, 0.09, 0.09, 0.07, 0.08, 0.12, 0.08, -0.30, -0.01, -0.09, -0.08, -0.09, -0.04, 0.12, 0.09, 0.09, 0.10, 0.11, 0.07, -0.28, 0.00, -0.08, -0.09, -0.07, -0.01, 0.10, 0.09, 0.09, 0.10, 0.11, 0.01, -0.24, -0.03, -0.08, -0.07, -0.06, -0.02, 0.11, 0.10, 0.10, 0.09, 0.10]}



No. 2
{"formula": "C45H63FHfN3O4P2", "method": "ωB97M-V/def2-TZVPD", "multiplicity": 1, "e_above_lowest_ev": 2.040, "homo_lumo_gap_ev": 7.1, "total_charge": 3, "homo_energy_ev": -14.4, "elements": ["Hf", "C", "C", "C", "C", "C", "C", "C", "C", "C", "C", "C", "C", "C", "C", "C", "C", "C", "H", "H", "H", "H", "H", "H", "H", "H", "H", "H", "H", "H", "H", "H", "H", "H", "H", "H", "H", "H", "H", "H", "H", "H", "H", "H", "H", "H", "H", "C", "P", "C", "C", "C", "C", "C", "C", "C", "P", "C", "C", "H", "H", "H", "H", "H", "H", "H", "H", "H", "H", "H", "H", "H", "H", "H", "H", "F", "C", "C", "C", "C", "O", "C", "C", "N", "C", "C", "C", "C", "C", "C", "N", "C", "C", "N", "C", "C", "C", "O", "O", "H", "H", "H", "H", "H", "H", "H", "H", "H", "H", "H", "H", "H", "H", "H", "H", "H", "H", "O", "C"], "positions_angstrom": [[0.67, -1.14, -1.28], [-1.52, -3.37, -1.36], [-0.60, -3.65, -0.23], [0.70, -3.69, -0.74], [0.60, -3.53, -2.21], [-0.73, -3.48, -2.59], [-1.31, -3.56, -3.97], [-2.53, -2.65, -4.11], [-0.27, -3.20, -5.03], [-1.73, -5.04, -4.14], [2.02, -4.24, -0.16], [3.21, -3.81, -1.03], [1.94, -5.78, -0.25], [2.33, -3.82, 1.28], [-1.19, -3.76, 1.19], [-0.86, -5.13, 1.81], [-0.69, -2.62, 2.08], [-2.72, -3.66, 1.14], [-2.54, -3.73, -1.33], [1.41, -3.70, -2.89], [-2.27, -1.60, -3.99], [-3.31, -2.90, -3.39], [-2.95, -2.78, -5.11], [0.09, -2.18, -4.88], [-0.74, -3.23, -6.02], [0.57, -3.89, -5.05], [-2.49, -5.32, -3.41], [-0.89, -5.72, -4.04], [-2.16, -5.17, -5.13], [3.20, -4.28, -2.01], [4.14, -4.10, -0.54], [3.24, -2.73, -1.17], [1.75, -6.10, -1.28], [1.16, -6.19, 0.38], [2.89, -6.21, 0.06], [2.32, -2.74, 1.40], [3.33, -4.18, 1.54], [1.64, -4.24, 2.01], [0.19, -5.28, 2.01], [-1.20, -5.94, 1.16], [-1.40, -5.22, 2.75], [0.36, -2.71, 2.34], [-1.26, -2.62, 3.01], [-0.86, -1.65, 1.60], [-3.17, -4.49, 0.59], [-3.08, -2.72, 0.71], [-3.09, -3.73, 2.17], [4.56, -1.00, 0.40], [2.96, -0.17, 0.08], [2.63, 0.65, 1.66], [3.42, 1.14, -1.10], [3.92, 2.35, -0.61], [4.40, 3.32, -1.49], [4.40, 3.07, -2.85], [3.91, 1.87, -3.34], [3.41, 0.89, -2.48], [2.78, -0.69, -3.15], [2.19, -0.30, -4.82], [4.27, -1.67, -3.50], [5.29, -0.22, 0.64], [4.90, -1.54, -0.48], [4.47, -1.69, 1.23], [3.56, 0.97, 2.12], [2.14, -0.06, 2.33], [1.97, 1.51, 1.52], [3.94, 2.55, 0.45], [4.79, 4.25, -1.10], [4.79, 3.81, -3.54], [3.92, 1.70, -4.41], [1.32, 0.35, -4.79], [1.92, -1.24, -5.31], [2.98, 0.16, -5.40], [4.92, -1.09, -4.16], [4.00, -2.60, -4.00], [4.82, -1.92, -2.59], [-1.44, 1.44, 4.71], [-1.49, 2.09, 3.54], [-0.95, 1.49, 2.45], [-1.05, 2.09, 1.18], [-0.57, 1.42, 0.01], [0.03, 0.28, 0.15], [-0.78, 2.05, -1.23], [-1.43, 3.27, -1.25], [-1.87, 3.90, -0.17], [-2.59, 5.16, -0.31], [-1.94, 6.44, 0.15], [-2.12, 6.16, -1.32], [-1.72, 3.31, 1.09], [-2.25, 3.93, 2.23], [-2.16, 3.34, 3.48], [-2.72, 3.94, 4.60], [-3.99, 4.65, 4.52], [-3.93, 5.97, 5.25], [-3.54, 5.72, 6.69], [-2.24, 4.95, 6.77], [-2.34, 3.66, 5.98], [-0.40, 1.51, -2.56], [-0.61, 2.09, -3.59], [0.22, 0.32, -2.51], [-0.49, 0.52, 2.56], [-1.60, 3.75, -2.20], [-3.66, 5.04, -0.17], [-0.93, 6.36, 0.53], [-2.56, 7.18, 0.62], [-1.23, 5.94, -1.89], [-2.89, 6.70, -1.86], [-2.71, 4.90, 2.12], [-4.78, 4.02, 4.97], [-4.29, 4.82, 3.50], [-4.89, 6.48, 5.25], [-3.17, 6.63, 4.84], [-4.28, 5.18, 7.15], [-3.47, 6.60, 7.20], [-2.04, 4.77, 7.82], [-1.48, 5.62, 6.37], [-3.07, 2.99, 6.46], [-1.37, 3.18, 6.04], [-2.50, -1.11, -1.10], [-1.48, -1.73, -1.25]], "lowdin_charge": [1.57, -0.16, -0.07, -0.19, -0.09, -0.15, -0.54, -0.02, -0.03, -0.01, -0.52, -0.08, -0.01, -0.04, -0.50, -0.02, -0.02, -0.04, 0.15, 0.11, 0.09, 0.09, 0.10, 0.06, 0.11, 0.09, 0.09, 0.10, 0.10, 0.09, 0.11, 0.00, 0.10, 0.08, 0.11, 0.05, 0.10, 0.06, 0.05, 0.11, 0.10, 0.06, 0.10, 0.06, 0.10, 0.08, 0.10, -0.22, 0.85, -0.24, -0.38, -0.08, -0.04, -0.03, -0.06, -0.36, 0.87, -0.22, -0.22, 0.07, 0.03, 0.05, 0.06, 0.05, 0.04, 0.10, 0.12, 0.12, 0.11, 0.05, 0.04, 0.05, 0.07, 0.06, 0.03, 0.09, -0.17, 0.09, -0.05, -0.24, -0.21, -0.01, 0.08, 0.04, -0.24, -0.08, -0.06, -0.09, 0.08, -0.11, -0.07, -0.12, -0.07, 0.07, -0.07, -0.12, -0.49, 0.16, -0.24, 0.13, 0.16, 0.16, 0.12, 0.11, 0.12, 0.12, 0.11, 0.15, 0.13, 0.15, 0.14, 0.19, 0.19, 0.15, 0.15, 0.15, 0.14, 0.06, -0.35]}



No. 3
{"formula": "C45H64As2KN4O5PS2", "method": "ωB97M-V/def2-TZVPD", "multiplicity": 1, "e_above_lowest_ev": 2.027, "homo_lumo_gap_ev": 6.2, "total_charge": -2, "homo_energy_ev": -2.2, "elements": ["K", "C", "C", "As", "C", "C", "C", "C", "C", "C", "C", "C", "C", "C", "C", "C", "As", "C", "C", "C", "C", "C", "C", "C", "C", "C", "C", "C", "C", "H", "H", "H", "H", "H", "H", "H", "H", "H", "H", "H", "H", "H", "H", "H", "H", "H", "H", "H", "H", "H", "H", "H", "H", "O", "H", "H", "O", "H", "H", "C", "O", "C", "O", "H", "H", "H", "N", "P", "N", "C", "C", "C", "C", "C", "N", "C", "C", "C", "C", "C", "N", "C", "C", "C", "C", "C", "H", "H", "H", "H", "H", "H", "H", "H", "H", "H", "H", "H", "H", "H", "H", "H", "H", "H", "H", "H", "H", "H", "H", "H", "H", "H", "H", "H", "H", "H", "C", "O", "C", "S", "S", "H", "H", "H"], "positions_angstrom": [[13.63, 14.90, 16.29], [12.52, 18.16, 12.59], [12.49, 19.13, 13.79], [12.04, 18.04, 15.39], [12.48, 19.37, 16.76], [11.68, 19.86, 17.80], [12.21, 20.53, 18.88], [13.58, 20.62, 19.09], [14.39, 20.25, 18.05], [13.85, 19.62, 16.89], [10.07, 18.14, 15.25], [9.48, 16.87, 15.17], [8.21, 16.79, 14.69], [7.58, 17.91, 14.18], [8.20, 19.13, 14.18], [9.41, 19.31, 14.87], [10.75, 17.85, 11.74], [11.02, 16.76, 10.08], [12.06, 15.87, 10.00], [12.00, 14.88, 9.01], [10.98, 14.91, 8.09], [9.99, 15.93, 8.11], [10.03, 16.85, 9.10], [10.50, 19.64, 10.96], [9.22, 20.01, 10.50], [8.90, 21.32, 10.23], [9.79, 22.34, 10.44], [11.11, 21.98, 10.74], [11.46, 20.67, 11.03], [12.88, 17.09, 12.85], [13.16, 18.55, 11.79], [11.87, 19.98, 13.71], [13.52, 19.45, 13.94], [10.62, 19.80, 17.67], [11.51, 20.83, 19.73], [14.03, 20.87, 20.05], [15.46, 20.25, 18.16], [14.59, 19.22, 16.17], [10.05, 15.99, 15.45], [7.69, 15.83, 14.55], [6.69, 17.84, 13.57], [7.70, 19.98, 13.66], [9.82, 20.29, 15.01], [12.80, 15.97, 10.79], [12.64, 14.03, 8.98], [11.09, 14.07, 7.45], [9.18, 15.88, 7.32], [9.29, 17.63, 9.16], [8.38, 19.31, 10.45], [7.92, 21.51, 9.84], [9.58, 23.37, 10.34], [11.81, 22.78, 10.83], [12.47, 20.47, 11.22], [11.63, 15.05, 13.58], [12.61, 14.97, 13.45], [11.34, 14.20, 13.91], [15.33, 17.72, 14.99], [15.41, 17.19, 15.81], [15.02, 17.01, 14.39], [16.10, 16.99, 18.17], [15.32, 16.42, 17.17], [13.91, 16.66, 21.27], [13.11, 17.43, 21.45], [16.49, 16.32, 18.98], [15.54, 17.78, 18.68], [17.06, 17.49, 17.83], [14.37, 15.49, 13.59], [15.29, 14.43, 12.93], [14.72, 12.94, 12.34], [14.26, 12.16, 13.48], [13.40, 11.06, 12.88], [13.85, 10.59, 11.50], [13.55, 11.76, 10.56], [13.62, 13.06, 11.33], [16.40, 13.90, 14.08], [16.86, 14.86, 15.06], [18.01, 15.69, 14.72], [18.90, 14.84, 13.78], [18.83, 13.35, 14.08], [17.41, 12.80, 13.76], [16.07, 15.06, 11.64], [16.87, 14.35, 10.64], [16.58, 14.59, 9.16], [15.75, 15.91, 8.97], [16.24, 16.95, 9.97], [16.32, 16.52, 11.49], [13.62, 12.74, 14.17], [15.13, 11.83, 14.04], [12.40, 11.40, 12.69], [13.40, 10.18, 13.58], [13.28, 9.69, 11.24], [14.93, 10.40, 11.34], [12.58, 11.65, 10.09], [14.17, 11.74, 9.67], [12.64, 13.40, 11.69], [13.84, 13.88, 10.64], [17.07, 14.34, 15.99], [15.97, 15.40, 15.31], [18.62, 15.96, 15.56], [17.72, 16.64, 14.23], [19.89, 15.27, 13.63], [18.40, 14.92, 12.81], [19.01, 13.13, 15.14], [19.61, 12.79, 13.60], [17.22, 11.90, 14.38], [17.38, 12.57, 12.70], [16.83, 13.27, 10.81], [17.93, 14.53, 10.84], [16.01, 13.78, 8.88], [17.50, 14.67, 8.58], [14.69, 15.69, 8.98], [15.95, 16.31, 7.97], [15.71, 17.91, 9.84], [17.26, 17.18, 9.58], [15.56, 17.05, 11.96], [17.28, 16.80, 11.87], [10.38, 15.11, 18.26], [11.25, 14.19, 17.55], [10.80, 12.94, 17.28], [9.16, 12.60, 17.38], [11.89, 11.94, 16.54], [9.88, 14.66, 19.12], [9.62, 15.44, 17.61], [11.05, 15.92, 18.44]], "lowdin_charge": [0.61, -0.46, -0.40, 1.36, -0.37, -0.13, -0.13, -0.13, -0.10, -0.10, -0.39, -0.15, -0.10, -0.13, -0.13, -0.13, 1.34, -0.36, -0.10, -0.10, -0.11, -0.11, -0.14, -0.36, -0.15, -0.13, -0.10, -0.09, -0.10, 0.03, 0.05, 0.03, 0.06, 0.08, 0.11, 0.09, 0.09, 0.08, 0.08, 0.12, 0.09, 0.11, 0.10, 0.09, 0.08, 0.09, 0.11, 0.07, 0.09, 0.09, 0.08, 0.09, 0.07, -0.15, -0.06, 0.01, -0.18, -0.07, -0.05, -0.34, -0.52, 0.00, 0.01, 0.05, 0.03, 0.06, -0.27, 0.50, -0.18, -0.23, -0.19, -0.20, -0.21, -0.22, -0.19, -0.27, -0.17, -0.19, -0.19, -0.16, -0.19, -0.24, -0.15, -0.19, -0.16, -0.15, 0.06, 0.09, 0.10, 0.13, 0.10, 0.11, 0.10, 0.09, 0.11, 0.07, 0.13, 0.02, 0.10, 0.11, 0.10, 0.07, 0.10, 0.09, 0.10, 0.08, 0.09, 0.10, 0.06, 0.10, 0.07, 0.09, 0.10, 0.11, 0.06, 0.10, -0.11, -0.36, -1.47, 0.45, 0.48, 0.07, 0.03, 0.08]}